# 1
{"formula": "C7H19AgBF4N3O4", "method": "ωB97M-V/def2-TZVPD", "species": ["Ag", "B", "F", "F", "F", "F", "O", "C", "C", "O", "H", "H", "H", "H", "C", "C", "C", "O", "C", "N", "H", "H", "H", "H", "H", "H", "H", "H", "H", "H", "H", "C", "O", "N", "N", "H", "H", "H", "H"], "positions_angstrom": [[0.151, -13.750, -0.899], [1.492, -10.471, 0.282], [1.633, -11.012, -1.004], [0.354, -10.962, 0.899], [2.577, -10.836, 0.956], [1.494, -9.099, 0.235], [-2.642, -14.029, -3.899], [-2.833, -12.988, -4.851], [-3.099, -13.285, -6.447], [-2.022, -13.872, -7.170], [-2.052, -12.227, -4.833], [-3.722, -12.418, -4.584], [-3.357, -12.309, -6.858], [-4.065, -13.747, -6.651], [4.766, -17.215, -0.849], [3.413, -16.624, -0.531], [3.441, -15.875, 0.849], [2.106, -15.641, 1.270], [1.809, -15.309, 2.574], [3.011, -15.585, -1.442], [4.920, -17.614, -1.851], [5.009, -18.104, -0.266], [5.530, -16.523, -0.496], [2.614, -17.364, -0.577], [3.969, -14.925, 0.759], [3.923, -16.464, 1.629], [0.737, -15.128, 2.647], [2.291, -14.385, 2.896], [2.118, -16.076, 3.283], [3.542, -14.769, -1.177], [3.352, -15.773, -2.374], [-3.710, -16.080, 1.352], [-4.669, -15.346, 1.159], [-3.445, -16.695, 2.470], [-2.733, -16.224, 0.539], [-4.044, -16.482, 3.255], [-2.785, -17.460, 2.495], [-2.132, -17.006, 0.758], [-2.983, -15.974, -0.407]], "forces_ev_per_a": [[-0.187, 0.267, -0.398], [-0.708, 0.275, -1.122], [-0.515, -0.468, -1.007], [-1.037, -0.430, 0.274], [2.890, -1.323, 2.236], [-0.573, 1.579, -0.287], [0.089, 1.376, -1.836], [-0.418, -1.427, 1.231], [3.038, -1.395, -1.272], [-2.233, 1.082, 1.431], [0.718, -0.197, -0.254], [-0.780, 0.293, 0.142], [0.406, 1.260, 0.213], [-0.462, -1.188, 0.701], [0.726, -0.829, 0.990], [-0.337, 0.684, 0.881], [-1.001, -1.130, 0.525], [-0.332, -0.421, -1.732], [0.392, 0.624, 0.736], [0.277, 0.819, -0.796], [-0.165, 0.803, -0.338], [-0.429, -0.231, 0.522], [0.286, 0.288, -0.728], [0.104, -0.263, 0.525], [0.233, 0.134, -0.152], [0.369, -0.284, 0.057], [0.010, -0.210, -0.090], [0.176, 0.293, -0.051], [-0.031, -0.400, 0.153], [-0.153, 0.562, -0.110], [-0.333, -0.237, -0.399], [-2.772, 2.669, 0.243], [-0.564, -0.102, 0.279], [-0.468, -1.942, 4.541], [2.856, -0.714, -4.084], [0.221, -0.451, -0.119], [-0.329, 0.351, 0.425], [0.317, 0.406, -0.970], [0.716, -0.126, -0.362]], "lumo_ev": 3.60, "gap_ev": 2.854, "charge": -2}

# 2
{"formula": "C36H36BaF6N8O7S4Se", "method": "ωB97M-V/def2-TZVPD", "species": ["Ba", "C", "S", "C", "S", "N", "N", "C", "C", "C", "C", "C", "C", "N", "H", "H", "H", "H", "H", "H", "H", "H", "O", "C", "O", "C", "C", "C", "C", "C", "C", "C", "C", "C", "N", "H", "H", "H", "H", "H", "H", "F", "C", "F", "F", "S", "O", "O", "N", "S", "O", "O", "C", "F", "F", "F", "O", "C", "N", "C", "C", "C", "C", "N", "C", "Se", "N", "C", "C", "C", "C", "C", "C", "C", "C", "C", "C", "H", "H", "H", "H", "H", "H", "H", "H", "H", "H", "H", "H", "H", "H", "H", "H", "H", "H", "H", "H", "H", "H"], "positions_angstrom": [[-0.305, 2.131, -1.844], [-4.692, -2.213, 0.980], [-4.861, -0.445, 0.871], [-3.991, 0.108, -0.540], [-3.892, 1.810, -0.880], [-3.097, -0.751, -1.122], [-2.660, -0.255, -2.278], [-1.746, -0.945, -2.858], [-1.513, -0.637, -4.266], [-0.936, -1.550, -5.214], [-0.672, -1.090, -6.489], [-0.929, 0.262, -6.817], [-1.474, 1.089, -5.806], [-1.820, 0.635, -4.606], [-3.682, -2.578, 0.803], [-5.426, -2.697, 0.308], [-4.944, -2.449, 2.045], [-1.124, -1.707, -2.363], [-0.587, -2.495, -4.856], [-0.316, -1.698, -7.318], [-0.468, 0.683, -7.721], [-1.775, 2.126, -5.957], [0.304, 6.020, 0.891], [-0.221, 5.268, 0.069], [0.039, 4.076, -0.259], [-1.445, 5.811, -0.630], [-2.251, 6.865, -0.156], [-3.434, 7.176, -0.859], [-3.867, 6.385, -1.953], [-5.136, 6.439, -2.561], [-5.315, 5.957, -3.832], [-4.304, 5.124, -4.395], [-3.166, 4.827, -3.696], [-2.863, 5.467, -2.474], [-1.768, 5.172, -1.768], [-1.961, 7.403, 0.747], [-3.968, 8.074, -0.524], [-5.990, 6.780, -2.006], [-6.211, 6.117, -4.415], [-4.561, 4.536, -5.289], [-2.387, 4.270, -4.171], [2.554, 1.703, -5.805], [3.171, 2.342, -4.838], [2.549, 3.533, -4.552], [4.455, 2.565, -5.191], [3.322, 1.352, -3.172], [1.904, 1.199, -2.768], [4.183, 2.115, -2.300], [3.778, -0.098, -3.591], [3.458, -1.649, -3.966], [3.773, -1.964, -5.341], [2.341, -2.093, -3.179], [4.735, -2.882, -3.253], [6.022, -2.407, -3.172], [4.270, -3.138, -2.036], [4.671, -4.074, -3.924], [-0.543, 1.358, 0.724], [-0.950, 0.594, 1.543], [-1.273, -0.150, 2.441], [-2.264, -1.624, 6.762], [-0.901, -2.062, 7.376], [0.234, -2.075, 6.350], [0.446, -0.837, 5.502], [1.315, -1.112, 4.362], [0.955, -1.822, 3.276], [-0.768, -2.400, 2.926], [2.041, -2.001, 2.471], [2.038, -2.695, 1.185], [2.452, -4.205, 1.329], [1.382, -5.274, 1.813], [0.247, -5.536, 0.836], [3.141, -1.443, 3.159], [4.528, -1.552, 2.865], [5.466, -1.105, 3.806], [4.982, -0.479, 4.966], [3.639, -0.507, 5.338], [2.733, -0.942, 4.367], [-3.106, -2.175, 7.232], [-2.324, -1.811, 5.624], [-2.360, -0.540, 6.921], [-0.988, -3.141, 7.705], [-0.644, -1.402, 8.266], [0.081, -2.906, 5.601], [1.219, -2.303, 6.886], [0.917, -0.021, 6.044], [-0.465, -0.515, 4.983], [2.681, -2.154, 0.452], [1.006, -2.555, 0.779], [3.336, -4.229, 2.027], [2.828, -4.582, 0.313], [1.007, -4.985, 2.772], [2.020, -6.157, 1.945], [-0.372, -4.638, 0.737], [-0.380, -6.335, 1.290], [0.616, -5.856, -0.199], [4.859, -2.055, 1.967], [6.526, -1.254, 3.595], [5.645, 0.053, 5.658], [3.227, -0.177, 6.298]], "forces_ev_per_a": [[-1.491, 0.228, 1.350], [-0.430, -0.830, 0.337], [-0.189, 1.032, -0.136], [2.726, 0.557, -0.495], [-0.838, -0.811, 0.513], [-1.662, 0.581, 0.954], [-0.511, -0.862, 0.124], [1.052, -0.443, -0.413], [0.879, 0.336, -0.792], [-0.327, 1.419, 0.890], [-0.490, 1.130, -0.548], [0.544, 0.290, 0.963], [-0.405, -0.980, -0.752], [0.692, -0.096, -0.192], [-0.004, 0.219, -0.166], [0.511, 0.021, 0.358], [0.084, 0.171, -0.864], [-0.637, -0.153, -0.152], [-0.143, -0.607, -0.019], [0.298, -0.254, 0.528], [-0.726, -0.165, 0.218], [0.442, -0.047, -0.343], [0.321, -0.093, 0.000], [-0.256, -0.216, 0.405], [0.812, 0.250, 0.013], [-1.426, -0.703, -1.768], [-1.035, 0.309, -0.925], [1.009, -0.271, 1.314], [1.621, -0.554, 0.263], [-0.235, 0.292, -0.914], [0.620, -0.771, 0.250], [-0.483, -0.448, 0.071], [0.144, 0.722, -0.610], [-1.815, 1.107, 1.040], [1.051, 0.183, 0.255], [0.028, -0.073, -0.424], [-0.277, -0.617, -0.130], [-0.105, 0.823, 0.092], [-0.309, -0.126, 0.319], [0.408, 0.619, 0.180], [0.218, -0.789, 0.019], [-0.162, 0.227, 0.225], [1.175, 0.125, 2.050], [0.619, -1.318, -0.689], [-0.825, 0.365, -0.313], [-1.943, -2.852, -0.208], [1.031, 1.097, -0.300], [-0.531, -0.854, -1.320], [1.539, -0.171, -0.661], [1.269, 1.270, 0.970], [-1.337, 0.849, 0.103], [-0.575, 0.071, -1.344], [-0.151, 0.722, 0.633], [-1.437, -1.010, -0.334], [0.953, -0.256, 0.609], [0.637, 1.598, 0.335], [0.924, 1.312, -2.658], [-1.313, -2.845, 4.108], [-0.197, 3.964, -2.489], [0.181, -0.224, -0.984], [-0.294, -0.556, 0.115], [1.395, -1.081, -0.011], [-0.265, 0.102, -1.072], [2.207, 0.408, 1.461], [-2.897, -1.425, -0.937], [1.980, -1.926, 0.830], [1.271, 1.007, 0.541], [-0.518, -0.307, -0.410], [0.245, -0.194, -0.757], [1.829, 0.884, -1.013], [0.173, -0.543, -0.513], [1.924, -1.402, -1.870], [-0.681, -0.215, 0.442], [-1.094, 0.401, -0.408], [0.565, 0.034, 1.030], [-0.933, 0.293, -0.807], [-1.713, -0.270, 0.599], [0.417, 0.529, -0.169], [0.267, 0.192, 1.737], [-0.363, -0.336, -0.159], [0.101, 1.207, 0.079], [-0.307, -0.874, -0.909], [-0.047, 0.682, 0.869], [-1.099, 0.164, -0.602], [-0.212, 0.234, 0.110], [-0.171, 0.177, 0.601], [-0.097, -0.396, 0.752], [0.664, -0.378, 0.397], [-0.769, -0.060, -0.607], [-0.415, 0.665, 1.242], [-0.387, 0.220, 0.598], [-0.375, -0.206, 0.047], [0.050, -0.148, -0.052], [0.187, 0.383, -0.592], [-0.469, 0.351, 1.395], [-0.059, 0.029, -0.078], [-0.289, 0.376, 0.173], [0.079, -0.591, -0.245], [0.581, 0.120, -0.351]], "lumo_ev": [3.69, 3.69], "gap_ev": [4.761, 4.760], "charge": -2}

# 3
{"formula": "C5H8N2", "method": "ωB97M-V/def2-TZVPD", "species": ["C", "C", "C", "N", "C", "C", "N", "H", "H", "H", "H", "H", "H", "H", "H"], "positions_angstrom": [[0.723, 2.072, -0.496], [0.882, 0.629, -0.822], [0.696, -0.367, 0.223], [-0.758, -0.415, 0.520], [-1.371, -1.586, 1.142], [-1.371, -1.338, -0.350], [-1.346, -1.599, -1.538], [0.598, 2.223, 0.583], [-0.154, 2.515, -0.986], [1.592, 2.654, -0.836], [1.253, 0.340, -1.800], [1.093, -1.353, -0.054], [1.149, -0.013, 1.158], [-0.741, -2.401, 1.504], [-2.245, -1.359, 1.751]], "forces_ev_per_a": [[-0.035, 0.134, -0.096], [0.671, 0.627, -0.595], [-0.094, -0.049, 0.905], [-0.037, -0.118, -0.237], [0.053, -0.260, -0.263], [-0.068, 0.314, 0.833], [-0.370, -0.346, -0.235], [0.026, -0.019, -0.174], [0.073, -0.058, 0.031], [-0.159, -0.090, 0.074], [-0.125, -0.018, 0.132], [-0.140, 0.077, 0.116], [0.177, -0.183, -0.079], [-0.051, 0.101, -0.153], [0.080, -0.112, -0.259]], "lumo_ev": [-0.53, 0.33], "gap_ev": [7.472, 9.240], "charge": 0}

ΔE to the lowest compared entry with this formula, charge and spin for the records above, in order: 58.31, 0.00, 121.92 kcal per mole